No. 1
Molecular formula: C5H11NO3
Method: DFT, ωB97M-V/def2-TZVPD

Each line ends with the natural charge from an NBO analysis.
Positions of all 20 atoms, in Å:
C 1.390 0.236 -0.385  0.296
C -1.577 0.158 -0.174  0.209
C 0.564 -0.470 -1.292  -0.393
C 2.675 -0.343 0.135  -0.641
C -2.443 -0.489 0.868  -0.682
O 1.503 1.606 -0.589  -0.700
O -1.680 1.536 -0.304  -0.721
N 0.134 0.037 0.897  0.093
O 0.290 -0.924 1.601  -0.378
H 0.656 1.938 -0.917  0.484
H -1.401 1.940 0.530  0.477
H -1.774 -0.262 -1.154  0.176
H 0.112 0.036 -2.133  0.210
H 0.550 -1.551 -1.272  0.213
H 3.428 -0.344 -0.654  0.231
H 3.037 0.259 0.971  0.227
H 2.521 -1.366 0.476  0.231
H -2.332 -0.009 1.842  0.212
H -3.494 -0.451 0.563  0.223
H -2.158 -1.536 0.992  0.234

- Largest force on an atom: 1.285 eV Å⁻¹
- Spin multiplicity: 1
- Energy relative to the best compared isomer or geometry (same formula, charge and spin): 592.0 kJ/mol

---

No. 2
Molecular formula: C5H11NO3
Method: DFT, ωB97M-V/def2-TZVPD

Each line ends with the natural charge from an NBO analysis.
Positions of all 20 atoms, in Å:
C 1.089 -0.096 -0.047  0.409
C -2.329 -0.026 -0.923  -0.439
C 1.185 -1.469 -0.606  -0.679
C 2.150 0.325 0.900  -0.719
N -1.256 -0.053 0.064  -0.212
C -0.065 0.821 -0.292  0.538
O -1.785 0.280 1.359  -0.619
O -0.061 2.036 0.423  -0.724
O 0.350 0.850 -1.525  -0.588
H -1.793 -0.556 1.842  0.479
H -0.702 1.959 1.143  0.494
H -1.880 -0.163 -1.903  0.228
H -3.029 -0.834 -0.711  0.195
H -2.863 0.929 -0.902  0.182
H 2.859 0.949 0.349  0.265
H 1.216 -2.205 0.200  0.233
H 2.127 -1.553 -1.158  0.231
H 0.373 -1.671 -1.298  0.247
H 1.763 0.978 1.684  0.247
H 2.649 -0.503 1.399  0.232

- Largest force on an atom: 3.633 eV Å⁻¹
- Spin multiplicity: 1
- Energy relative to the best compared isomer or geometry (same formula, charge and spin): 476.2 kJ/mol